159
Properties=species:S:1:pos:R:3:mulliken_spin:R:1 method="wB97M-V/def2-TZVPD" s_squared=0.751 charge=-1 spin_multiplicity=2 total_energy_ha=-2832.3185 lumo_ev="2.046 / 2.012" mol_weight_g_mol=860.3
C 3.628 -2.642 -0.646 0.064
C 3.786 -3.415 -1.893 0.326
C 3.710 -2.565 -3.122 0.201
O 4.942 -4.221 -1.798 -0.766
H 2.696 -2.095 -0.789 0.021
H 4.339 -1.851 -0.405 0.332
H 3.502 -3.346 0.176 -0.132
H 3.076 -4.241 -1.916 0.691
H 4.165 -3.156 -3.917 -0.116
H 4.315 -1.666 -3.008 0.109
H 2.688 -2.339 -3.428 -0.118
H 4.956 -4.664 -0.947 0.040
C -4.339 3.971 4.768 0.000
C -5.442 3.275 3.984 0.000
C -4.942 2.256 2.963 0.014
O -4.134 2.916 2.005 -0.005
C -3.616 2.017 1.056 -0.029
N -6.305 2.731 4.987 -0.002
H -3.758 4.572 4.068 0.001
H -3.612 3.273 5.183 0.000
H -4.750 4.587 5.567 -0.001
H -5.939 4.122 3.510 -0.001
H -5.863 1.875 2.522 0.005
H -4.462 1.449 3.517 0.007
H -2.991 2.606 0.385 -0.011
H -4.363 1.440 0.512 0.011
H -2.996 1.291 1.582 0.016
H -5.808 2.095 5.594 -0.001
H -6.976 2.139 4.519 -0.001
C -4.075 -1.369 -1.564 0.021
C -3.821 -0.205 -2.588 -0.129
C -5.072 0.516 -3.084 0.047
O -5.746 -0.249 -4.062 -0.061
C -6.964 0.191 -4.517 0.062
N -2.958 0.807 -1.939 -0.019
H -4.977 -1.924 -1.822 0.025
H -4.241 -0.915 -0.587 -0.013
H -3.177 -1.987 -1.579 0.012
H -3.232 -0.659 -3.384 0.047
H -4.948 1.492 -3.554 0.005
H -5.745 0.563 -2.227 0.027
H -6.804 1.122 -5.061 -0.005
H -7.637 0.448 -3.699 -0.005
H -7.404 -0.571 -5.161 0.007
H -2.909 1.577 -2.591 -0.004
H -2.071 0.325 -1.971 0.020
C 0.904 0.663 0.388 -0.019
C -0.258 -0.232 0.743 0.021
C -0.374 -1.451 -0.203 -0.140
O -0.173 -1.261 -1.582 -0.037
C -0.207 -2.518 -2.252 -0.525
N -0.085 -0.602 2.144 -0.015
H 0.996 1.480 1.103 -0.011
H 0.639 1.157 -0.547 0.018
H 1.872 0.164 0.334 -0.016
H -1.223 0.265 0.652 0.025
H -1.375 -1.852 -0.043 -0.020
H 0.397 -2.158 0.101 0.129
H -0.243 -2.152 -3.278 -0.075
H -1.163 -3.025 -2.119 -0.018
H 0.662 -3.147 -2.062 0.441
H -0.102 0.147 2.821 0.008
H 0.793 -1.072 2.312 -0.001
C -1.660 1.229 4.574 0.021
O -0.504 2.034 4.506 -0.004
C -0.811 3.436 4.598 0.008
C 0.434 4.239 4.130 -0.020
N 1.308 4.355 5.279 -0.002
C 2.659 4.955 5.109 0.000
C 2.616 6.459 4.691 0.005
O 2.009 6.656 3.396 -0.008
C 2.357 7.832 2.628 0.008
H -2.249 1.400 5.475 -0.002
H -1.355 0.183 4.578 0.005
H -2.313 1.445 3.728 -0.005
H -1.126 3.658 5.618 0.002
H -1.689 3.775 4.048 0.001
H 0.123 5.225 3.782 0.002
H 0.885 3.713 3.289 0.003
H 1.395 3.437 5.692 0.000
H 3.309 4.379 4.450 0.002
H 3.179 4.869 6.063 -0.001
H 3.632 6.854 4.677 -0.001
H 2.019 6.968 5.448 0.001
H 2.265 8.711 3.265 0.000
H 1.725 7.953 1.748 0.001
H 3.395 7.789 2.299 0.000
C -6.328 -3.590 -4.968 0.005
O -4.989 -4.067 -5.252 -0.011
C -4.057 -3.031 -4.917 -0.070
C -2.602 -3.533 -5.221 0.036
N -2.126 -4.554 -4.278 -0.143
C -0.898 -5.212 -4.751 -0.010
C -0.596 -6.410 -3.857 0.204
O -1.464 -7.473 -4.120 -0.230
C -1.087 -8.645 -3.483 0.378
H -6.429 -3.126 -3.986 -0.002
H -7.017 -4.430 -4.877 -0.006
H -6.656 -2.706 -5.514 0.002
H -4.159 -2.707 -3.881 0.070
H -4.245 -2.148 -5.527 -0.002
H -1.926 -2.690 -5.082 0.021
H -2.634 -3.960 -6.224 -0.014
H -2.733 -5.358 -4.209 0.020
H -0.122 -4.464 -4.588 0.028
H -0.958 -5.441 -5.815 0.054
H -0.712 -6.194 -2.795 -0.034
H 0.438 -6.697 -4.047 0.000
H -0.026 -8.771 -3.700 -0.004
H -1.601 -9.528 -3.863 -0.043
H -1.293 -8.636 -2.412 -0.079
C 3.788 3.690 1.199 0.011
O 4.037 2.591 0.320 -0.070
C 4.975 2.893 -0.714 0.034
C 4.758 4.252 -1.425 0.003
N 3.464 4.387 -2.006 -0.001
C 3.415 4.280 -3.459 0.001
C 3.365 2.800 -3.875 0.062
O 2.114 2.103 -3.503 -0.058
C 2.218 0.708 -3.744 0.038
H 3.194 4.468 0.719 0.004
H 4.706 4.197 1.497 0.010
H 3.199 3.396 2.068 -0.003
H 5.086 2.116 -1.471 0.050
H 5.969 2.872 -0.267 -0.010
H 5.540 4.406 -2.168 -0.005
H 4.873 5.062 -0.704 -0.004
H 2.913 3.596 -1.704 0.003
H 4.146 4.928 -3.943 -0.004
H 2.471 4.738 -3.754 0.002
H 4.265 2.328 -3.481 -0.014
H 3.389 2.802 -4.964 0.003
H 3.142 0.344 -3.294 0.038
H 2.169 0.474 -4.807 -0.032
H 1.399 0.168 -3.270 0.006
C 0.207 -6.043 3.284 0.534
O 0.439 -4.738 3.851 -0.244
C 1.164 -3.872 2.977 0.056
C 1.760 -2.671 3.779 0.026
N 2.611 -1.884 2.861 -0.182
C 3.382 -0.798 3.453 -0.010
C 4.259 -0.041 2.462 -0.021
O 5.472 -0.723 2.253 -0.145
C 6.235 -0.207 1.189 0.229
H -0.415 -6.532 4.033 -0.069
H 1.103 -6.660 3.211 -0.056
H -0.369 -5.900 2.370 -0.065
H 0.529 -3.428 2.210 0.259
H 1.989 -4.423 2.527 -0.108
H 2.452 -2.919 4.584 -0.016
H 0.927 -2.087 4.170 -0.001
H 3.334 -2.420 2.403 0.031
H 3.996 -1.089 4.305 0.023
H 2.730 -0.034 3.876 0.009
H 4.452 0.979 2.794 0.040
H 3.659 0.033 1.555 0.012
H 6.716 0.722 1.494 -0.016
H 5.559 -0.135 0.337 0.004
H 7.038 -0.893 0.916 0.002


158
Properties=species:S:1:pos:R:3:lowdin_charge:R:1 method="wB97M-V/def2-TZVPD" smiles=CC1(C)CCCC(C)(C)N1O.CC1(C)CCCC(C)(C)N1O.COC[C@H](C)N.COC[C@H](C)N.COC[C@H](C)N.COC[C@H](C)N.CO.CO.CO.CO.CO total_energy_ha=-2702.8398 lumo_ev=0.195 mol_weight_g_mol=831.3 e_above_lowest_ev=5.5578
C 2.873 0.241 2.341 -0.034
C 1.792 0.009 1.189 -0.495
C 1.729 -1.543 1.209 -0.192
C 0.622 -2.117 0.476 -0.203
C -0.696 -1.638 1.138 -0.106
C -0.889 -0.056 1.112 -0.447
N 0.477 0.478 1.538 -0.109
O 0.462 1.873 1.564 -0.008
C -1.285 0.491 -0.265 -0.027
C -2.006 0.252 2.143 -0.040
C 2.428 0.538 -0.093 -0.038
H 3.200 1.263 2.536 0.071
H 3.758 -0.376 2.188 0.075
H 2.477 -0.092 3.300 0.076
H 2.673 -1.855 0.762 0.118
H 1.694 -1.895 2.240 0.124
H 0.757 -3.197 0.522 0.115
H 0.652 -1.968 -0.604 0.113
H -0.908 -2.039 2.129 0.113
H -1.408 -2.184 0.519 0.106
H -1.489 1.556 -0.161 0.080
H -0.399 0.346 -0.884 0.065
H -2.151 -0.027 -0.676 0.086
H -2.957 -0.244 1.949 0.086
H -1.661 0.078 3.162 0.082
H -2.177 1.328 2.159 0.073
H 1.749 0.485 -0.945 0.073
H 3.315 -0.051 -0.324 0.084
H 2.882 1.527 -0.035 0.082
H 0.643 2.077 0.644 0.077
C 2.546 4.767 6.085 -0.041
C 2.206 6.183 6.534 -0.520
C 3.446 6.896 7.120 -0.162
C 4.577 6.880 6.163 -0.215
C 4.220 7.727 4.962 -0.117
C 2.730 7.564 4.399 -0.439
N 1.789 7.175 5.561 -0.102
O 0.462 6.970 5.159 -0.004
C 2.396 8.963 3.883 -0.056
C 2.758 6.571 3.262 -0.047
C 1.195 6.010 7.677 -0.037
H 3.424 4.575 5.469 0.062
H 1.683 4.311 5.599 0.088
H 2.673 4.122 6.954 0.087
H 3.340 7.946 7.393 0.127
H 3.746 6.509 8.094 0.119
H 4.740 5.840 5.881 0.091
H 5.552 7.076 6.609 0.117
H 4.889 7.419 4.158 0.109
H 4.483 8.773 5.120 0.110
H 2.384 9.716 4.672 0.085
H 3.029 9.396 3.109 0.086
H 1.410 9.029 3.422 0.077
H 3.123 5.591 3.569 0.079
H 1.797 6.615 2.750 0.083
H 3.401 6.808 2.414 0.087
H 1.625 5.442 8.503 0.081
H 0.284 5.462 7.437 0.083
H 1.029 7.030 8.023 0.092
H 0.564 6.263 4.518 0.078
C -3.499 0.362 -9.443 -0.086
C -3.790 -0.604 -8.321 -0.418
C -4.724 0.061 -7.332 -0.193
O -4.090 0.954 -6.392 -0.204
C -4.957 1.575 -5.449 -0.101
N -4.125 -1.951 -8.892 0.037
H -3.182 -0.094 -10.380 0.075
H -2.856 1.171 -9.094 0.081
H -4.400 0.938 -9.654 0.070
H -2.775 -0.679 -7.932 0.127
H -5.031 -0.684 -6.598 0.118
H -5.611 0.468 -7.817 0.126
H -4.315 2.014 -4.686 0.089
H -5.739 0.891 -5.119 0.084
H -5.450 2.429 -5.914 0.080
H -5.109 -1.970 -9.121 0.058
H -3.704 -2.163 -9.785 0.058
C 4.709 -7.974 3.262 -0.076
C 3.255 -7.548 3.231 -0.437
C 3.183 -6.099 3.817 -0.184
O 3.657 -5.927 5.154 -0.198
C 3.377 -4.692 5.757 -0.117
N 2.706 -7.610 1.927 0.027
H 5.497 -7.238 3.102 0.079
H 4.934 -8.676 2.460 0.064
H 5.094 -8.594 4.072 0.074
H 2.643 -8.240 3.810 0.139
H 2.142 -5.785 3.738 0.114
H 3.825 -5.399 3.283 0.124
H 3.499 -4.752 6.838 0.089
H 2.343 -4.428 5.532 0.079
H 4.005 -3.899 5.350 0.083
H 2.788 -8.526 1.509 0.082
H 3.062 -6.893 1.312 0.083
C 2.439 6.337 -2.790 -0.041
C 1.692 5.569 -3.951 -0.467
C 2.720 4.689 -4.771 -0.164
O 3.749 5.393 -5.520 -0.161
C 4.934 4.695 -5.510 -0.172
N 0.693 4.742 -3.445 0.027
H 1.747 6.789 -2.079 0.067
H 3.004 7.133 -3.275 0.070
H 3.179 5.741 -2.256 0.071
H 1.312 6.280 -4.684 0.128
H 2.301 3.967 -5.473 0.122
H 3.098 4.089 -3.944 0.110
H 5.304 4.415 -4.524 0.078
H 5.817 5.165 -5.944 0.089
H 4.879 3.679 -5.902 0.082
H 0.340 4.406 -4.329 0.078
H -0.034 5.283 -2.999 0.084
C -6.924 -4.225 -0.148 -0.065
C -7.098 -4.384 -1.644 -0.436
C -8.546 -4.392 -2.093 -0.208
O -8.627 -4.458 -3.531 -0.211
C -9.811 -3.831 -4.114 -0.077
N -6.438 -3.250 -2.373 0.039
H -7.312 -3.285 0.246 0.073
H -5.847 -4.229 0.015 0.077
H -7.461 -5.016 0.376 0.080
H -6.622 -5.322 -1.929 0.134
H -9.015 -3.440 -1.846 0.118
H -9.079 -5.179 -1.558 0.124
H -10.047 -4.228 -5.102 0.083
H -9.587 -2.765 -4.100 0.083
H -10.710 -3.935 -3.507 0.077
H -6.444 -3.552 -3.337 0.058
H -5.472 -3.150 -2.096 0.056
C -1.409 -2.401 -4.140 -0.149
O -1.394 -3.835 -4.115 -0.131
H -2.299 -1.902 -3.756 0.069
H -0.520 -1.892 -3.767 0.074
H -1.473 -2.220 -5.213 0.068
H -2.271 -4.222 -4.169 0.071
C -2.066 -8.261 1.336 -0.204
O -1.079 -7.778 0.507 -0.109
H -2.868 -8.840 0.879 0.079
H -1.617 -8.859 2.129 0.077
H -2.518 -7.421 1.863 0.071
H -0.266 -7.750 1.018 0.061
C 8.558 -2.166 2.377 -0.133
O 8.737 -3.483 2.984 -0.144
H 8.110 -1.525 3.136 0.067
H 9.519 -1.677 2.219 0.069
H 7.963 -2.264 1.469 0.078
H 9.504 -3.547 3.557 0.063
C 3.123 -5.137 -4.031 -0.169
O 2.455 -5.725 -2.930 -0.123
H 2.449 -4.801 -4.819 0.075
H 3.762 -4.315 -3.712 0.070
H 3.749 -5.912 -4.474 0.075
H 1.597 -5.328 -2.765 0.069
C -8.105 0.701 1.086 -0.160
O -6.921 0.917 0.327 -0.139
H -8.995 0.898 0.488 0.080
H -7.948 -0.157 1.739 0.077
H -8.068 1.555 1.762 0.073
H -6.866 0.291 -0.399 0.063


159
Properties=species:S:1:pos:R:3:lowdin_charge:R:1 method="wB97M-V/def2-TZVPD" smiles=COC[C@H](C)N.COC[C@H](C)N.COC[C@H](C)N.COCCNCCOC.COCCNCCOC.CC(C)O.CC(C)O.CC(C)O.CC(C)O.CC(C)O total_energy_ha=-2724.0495 lumo_ev=0.136 mol_weight_g_mol=834.3
C -22.060 -16.824 9.825 -0.048
C -21.616 -15.411 10.248 -0.489
C -20.188 -15.040 9.909 -0.072
O -22.224 -14.459 9.404 -0.073
H -23.106 -16.980 10.087 0.074
H -21.426 -17.624 10.208 0.075
H -21.975 -16.843 8.738 0.079
H -21.915 -15.234 11.281 0.136
H -19.475 -15.542 10.563 0.070
H -20.018 -13.994 10.162 0.074
H -19.881 -15.208 8.876 0.087
H -22.829 -13.986 9.979 0.089
C -18.835 -9.583 6.305 -0.046
C -19.572 -10.524 7.261 -0.523
C -20.102 -9.839 8.487 -0.069
O -20.660 -11.164 6.672 -0.034
H -17.877 -9.189 6.644 0.076
H -19.501 -8.772 6.011 0.080
H -18.464 -10.051 5.393 0.072
H -18.848 -11.270 7.588 0.125
H -20.481 -8.853 8.217 0.082
H -19.362 -9.607 9.253 0.076
H -20.801 -10.393 9.113 0.077
H -21.157 -11.590 7.375 0.081
C -17.429 -14.312 15.379 -0.059
C -18.770 -14.862 15.826 -0.521
C -18.627 -15.730 17.075 -0.059
O -19.680 -13.805 16.057 -0.044
H -16.777 -15.115 15.035 0.073
H -16.933 -13.676 16.113 0.084
H -17.590 -13.769 14.448 0.075
H -19.156 -15.499 15.030 0.128
H -18.364 -15.148 17.958 0.087
H -17.924 -16.521 16.814 0.079
H -19.601 -16.204 17.198 0.073
H -20.454 -14.161 16.500 0.083
C -14.108 -10.039 9.335 -0.048
C -13.927 -11.429 9.954 -0.491
C -15.172 -12.293 10.268 -0.057
O -13.174 -12.188 9.046 -0.061
H -14.645 -10.161 8.394 0.078
H -13.114 -9.614 9.201 0.074
H -14.599 -9.325 9.996 0.072
H -13.459 -11.334 10.934 0.129
H -15.894 -11.762 10.888 0.071
H -14.902 -13.230 10.755 0.074
H -15.740 -12.646 9.407 0.069
H -13.762 -12.413 8.321 0.067
C -11.175 -5.932 11.959 -0.063
C -10.196 -6.662 12.826 -0.525
C -9.584 -7.859 12.095 -0.071
O -9.139 -5.820 13.122 -0.037
H -10.794 -5.609 10.990 0.080
H -11.557 -5.074 12.511 0.081
H -12.055 -6.509 11.674 0.074
H -10.569 -7.164 13.718 0.141
H -9.060 -7.551 11.190 0.078
H -10.279 -8.659 11.837 0.075
H -8.858 -8.369 12.728 0.080
H -8.535 -5.818 12.377 0.089
C -7.786 -8.753 2.983 -0.128
O -8.766 -9.074 3.942 -0.162
C -9.069 -7.960 4.749 -0.234
C -9.994 -6.813 4.245 -0.214
N -9.939 -5.568 5.041 -0.021
C -10.659 -5.779 6.331 -0.210
C -12.139 -6.072 6.325 -0.235
O -12.795 -5.041 5.567 -0.209
C -14.232 -5.322 5.359 -0.068
H -6.779 -8.722 3.399 0.084
H -7.884 -7.820 2.428 0.082
H -7.720 -9.581 2.278 0.087
H -8.176 -7.437 5.090 0.123
H -9.588 -8.410 5.595 0.113
H -10.993 -7.190 4.022 0.108
H -9.563 -6.643 3.259 0.102
H -10.490 -4.912 4.507 0.096
H -10.529 -4.930 7.002 0.113
H -10.258 -6.589 6.941 0.109
H -12.539 -6.144 7.337 0.124
H -12.281 -6.969 5.723 0.104
H -14.749 -4.558 4.779 0.081
H -14.706 -5.313 6.341 0.077
H -14.386 -6.296 4.895 0.078
C -14.579 -10.969 2.732 -0.084
O -14.273 -11.042 4.131 -0.199
C -13.200 -11.871 4.513 -0.231
C -13.622 -13.331 4.629 -0.202
N -14.826 -13.476 5.490 -0.053
C -15.315 -14.859 5.470 -0.223
C -14.423 -15.802 6.233 -0.238
O -13.430 -16.420 5.465 -0.198
C -13.850 -17.320 4.407 -0.077
H -15.104 -11.886 2.466 0.078
H -13.690 -10.855 2.112 0.090
H -15.334 -10.201 2.567 0.086
H -12.810 -11.538 5.475 0.119
H -12.299 -11.895 3.900 0.119
H -12.802 -13.857 5.120 0.115
H -13.769 -13.754 3.635 0.112
H -15.493 -12.791 5.164 0.094
H -15.471 -15.151 4.431 0.107
H -16.334 -14.833 5.855 0.117
H -15.172 -16.523 6.560 0.111
H -14.049 -15.281 7.115 0.129
H -13.047 -18.043 4.260 0.087
H -14.098 -16.854 3.453 0.075
H -14.778 -17.817 4.691 0.084
C -9.688 -12.350 15.922 -0.074
C -10.847 -12.829 16.799 -0.428
C -12.184 -12.424 16.124 -0.208
O -12.211 -10.976 16.151 -0.205
C -13.458 -10.454 15.572 -0.075
N -10.831 -14.306 16.840 0.036
H -8.709 -12.754 16.179 0.077
H -9.575 -11.271 16.023 0.073
H -9.955 -12.590 14.892 0.076
H -10.671 -12.289 17.730 0.137
H -12.948 -12.736 16.836 0.116
H -12.264 -12.916 15.155 0.124
H -13.373 -9.386 15.371 0.078
H -14.192 -10.513 16.376 0.078
H -13.799 -11.000 14.693 0.078
H -10.903 -14.617 15.882 0.057
H -11.737 -14.571 17.198 0.055
C -11.487 -18.405 11.099 -0.064
C -12.140 -17.485 12.172 -0.426
C -13.328 -18.154 12.860 -0.144
O -14.472 -18.389 11.932 -0.212
C -15.732 -18.784 12.390 -0.134
N -11.146 -17.108 13.166 0.029
H -12.137 -18.768 10.303 0.073
H -11.052 -19.253 11.628 0.072
H -10.642 -17.967 10.568 0.065
H -12.500 -16.633 11.596 0.135
H -13.623 -17.574 13.734 0.115
H -13.124 -19.164 13.218 0.121
H -16.522 -18.803 11.639 0.087
H -16.043 -18.155 13.224 0.072
H -15.634 -19.769 12.845 0.079
H -10.280 -16.824 12.729 0.067
H -10.809 -17.903 13.689 0.071
C -6.675 -15.829 5.933 -0.059
C -8.063 -16.182 6.546 -0.436
C -8.703 -15.005 7.318 -0.196
O -8.040 -14.901 8.578 -0.185
C -8.605 -13.962 9.459 -0.123
N -8.929 -16.527 5.455 0.025
H -6.201 -16.731 5.544 0.074
H -5.922 -15.575 6.679 0.069
H -6.728 -14.961 5.276 0.075
H -7.891 -17.057 7.172 0.135
H -9.746 -15.181 7.580 0.118
H -8.659 -14.171 6.618 0.123
H -8.784 -13.001 8.977 0.087
H -7.836 -13.647 10.164 0.081
H -9.428 -14.329 10.071 0.083
H -8.936 -15.801 4.753 0.068
H -9.887 -16.600 5.765 0.064